# C3H10N2O2

A 2-piece molecular cluster, C3H10N2O2 overall (the ωB97M-V functional and the def2-TZVPD basis, OMol25).

XYZ file:
```
17
Properties=species:S:1:pos:R:3:forces:R:3
C 1.891376 -0.332759 0.701511 0.39 0.02 0.00
C 1.582221 0.957974 1.426453 -0.18 0.01 -0.38
N 0.621064 1.700647 0.834266 -0.35 0.22 0.32
O 2.169238 1.334710 2.427836 0.19 -0.11 0.26
H 2.120601 -0.111839 -0.343736 -0.13 -0.09 0.03
H 1.038629 -1.008130 0.724558 -0.05 0.04 -0.04
H 2.747817 -0.816248 1.168146 -0.04 0.03 0.04
H 0.008739 1.337843 0.112715 0.08 -0.25 -0.21
H 0.283351 2.481237 1.372086 0.07 0.10 -0.06
N -1.932198 -1.382880 -0.163307 -0.18 -0.26 -0.02
C -1.689425 -0.794383 -1.445416 0.18 0.56 0.35
O -0.874466 0.378483 -1.325955 -0.02 -0.16 -0.14
H -1.085587 -1.774229 0.221350 0.06 0.08 0.11
H -2.318958 -0.709481 0.485453 0.10 0.03 -0.05
H -1.168785 -1.508380 -2.077687 -0.13 -0.19 -0.15
H -2.641498 -0.500179 -1.885071 -0.05 -0.14 -0.15
H -0.752120 0.747613 -2.233203 0.07 0.13 0.08
```
Forces are in eV/Å.

## Properties
Total charge: -1
E_LUMO (spin up / spin down): 3.81 / 3.63 eV
Orbital gap (spin up / spin down): 2.963 / 10.232 eV
Multiplicity: 2
HOMO level (spin up / spin down): 0.85 / -6.60 eV

***

# C13H23N5O2S

One molecule with the formula C13H23N5O2S (the ωB97M-V functional and the def2-TZVPD basis, OMol25).

XYZ file:
```
44
Properties=species:S:1:pos:R:3:forces:R:3
C -5.696393 -2.151223 -1.101340 -0.22 0.12 -0.02
C -6.754110 -1.293387 -0.419673 0.15 -0.12 0.12
C -6.219919 -0.607889 0.847053 -0.37 -0.13 -0.22
C -5.155056 0.371166 0.521677 0.94 -0.29 0.30
N -5.373963 1.540492 0.037747 -1.48 -0.45 0.14
N -4.282384 2.249501 -0.211309 1.41 1.05 -0.39
C -3.194656 1.621033 0.085688 -0.43 -1.16 0.45
N -1.942203 2.138261 -0.077131 0.49 0.51 -0.18
C -0.808795 1.469595 0.242118 -0.25 0.06 -0.07
O -0.774203 0.344810 0.700318 0.17 0.05 -0.01
C 0.434011 2.308514 -0.054213 0.30 0.10 0.07
O 0.331455 3.423344 -0.538872 -0.08 0.07 -0.06
N 1.560568 1.687735 0.286875 -0.07 -0.36 0.10
C 2.887001 2.190892 0.040032 0.23 0.08 -0.23
C 3.703873 1.109014 -0.680781 -0.13 0.24 0.19
N 3.637708 -0.132876 0.070367 -0.02 0.10 0.03
C 3.528225 -1.321341 -0.756707 0.08 -0.17 -0.17
C 4.743959 -1.649631 -1.630291 -0.23 0.11 0.25
C 4.632844 -0.205492 1.128955 -0.08 -0.11 0.16
C 4.271403 -1.237288 2.192078 0.16 0.19 -0.17
S -3.442308 0.013925 0.731575 -0.77 0.65 -0.26
H -6.120849 -2.658554 -1.964265 0.04 -0.08 -0.09
H -4.863833 -1.540533 -1.442503 0.11 0.00 -0.07
H -5.310941 -2.902863 -0.415395 0.08 -0.12 0.05
H -7.108377 -0.525191 -1.108540 -0.08 0.00 0.03
H -7.604200 -1.917965 -0.138981 -0.06 0.04 -0.03
H -5.825314 -1.358370 1.533505 -0.09 -0.01 0.08
H -7.039038 -0.074250 1.332827 0.09 -0.02 0.09
H -1.832526 3.076200 -0.456192 0.00 -0.15 0.06
H 1.507234 0.734970 0.631328 -0.11 0.08 -0.04
H 3.356984 2.453569 0.993367 0.01 0.06 -0.10
H 2.801023 3.092001 -0.570319 0.07 -0.04 0.10
H 4.733668 1.468748 -0.823976 -0.05 -0.03 -0.06
H 3.260019 0.946920 -1.665063 0.04 0.02 -0.01
H 3.319063 -2.165105 -0.096972 -0.09 -0.02 -0.08
H 2.652309 -1.185671 -1.398366 0.01 -0.08 0.07
H 4.984143 -0.817232 -2.288107 0.07 0.06 -0.10
H 5.615294 -1.872349 -1.019568 0.14 -0.03 0.00
H 4.526588 -2.520889 -2.242329 0.03 -0.09 -0.09
H 5.641563 -0.414318 0.736224 -0.04 0.10 0.02
H 4.667627 0.777735 1.603870 0.08 -0.02 -0.04
H 3.236990 -1.107685 2.499355 -0.11 -0.01 0.06
H 4.913328 -1.106376 3.059635 0.06 -0.06 0.10
H 4.402168 -2.251932 1.826281 -0.01 -0.13 0.01
```
Forces are in eV/Å.

## Properties
E_LUMO: 0.34 eV
SMILES: CCCc1nnc(NC(=O)C(=O)NCCN(CC)CC)s1
Orbital gap: 9.227 eV
Multiplicity: 1
HOMO level: -8.89 eV

***

Energy list, top to bottom, in Ha: -380.28307; -1331.63423
Energy relative to the best compared isomer or geometry (same formula, charge and spin) list, top to bottom, in kcal/mol: 0.0; 32.5